(1)
Entry from the OMol25 dataset: a gas-phase ion, C6H10N3O2 (charge +1) at a distorted geometry (ωB97M-V/def2-TZVPD).

Last column: Mulliken charge in e.
Atoms and positions in Å:
C: -2.59577 -1.67467 0.11091  -1.218
C: -1.66254 -0.59523 0.22541  0.785
N: -2.02647 0.67038 0.20000  -0.557
O: -0.86670 1.41929 -0.08063  -0.352
C: 0.12761 0.52279 -0.23919  -0.129
N: 1.45118 1.05239 -0.25652  0.211
O: 2.51737 0.34654 -0.85209  -0.426
C: 1.81603 2.04199 0.45366  0.012
N: 1.03583 2.99196 0.81163  -0.304
C: -0.24167 -0.77987 -0.09126  0.578
C: 0.45151 -2.04070 -0.30077  -1.081
H: -2.27154 -2.56807 0.77927  0.312
H: -3.65184 -1.45674 0.26354  0.375
H: -2.48445 -1.95086 -0.95815  0.317
H: 2.34592 0.26195 -1.86169  0.400
H: 2.80907 2.08674 0.69212  0.466
H: 1.34993 3.86261 1.32016  0.249
H: -0.05464 2.75468 0.62545  0.382
H: 1.30462 -1.87327 -0.99889  0.319
H: 0.91819 -2.20591 0.72480  0.293
H: -0.27163 -2.86602 -0.56774  0.367

orbital gap = 9.65 eV
net charge = +1
SMILES = Cc1noc(N(O)C=[NH2+])c1C
HOMO = -13.3 eV
energy relative to the best compared isomer or geometry (same formula, charge and spin) = 4.9467 eV

(2)
Entry from the OMol25 dataset: a gas-phase ion, C6H10N3O2S (charge +1) at a distorted geometry (ωB97M-V/def2-TZVPD).

Last column: Mulliken charge in e.
Atoms and positions in Å:
C: -1.55405 0.88920 0.92097  -0.364
C: -1.28906 0.78105 -0.33929  0.030
C: 0.67174 0.05328 1.48408  -0.197
C: -0.40967 -2.09742 -0.15095  -0.918
C: 1.77610 1.06074 -0.41649  -0.986
C: 0.76865 -1.24685 -0.59421  -0.741
N: -0.65268 0.34125 1.88359  -0.013
N: -1.46181 1.12913 -1.64938  1.129
N: 0.80706 0.06254 0.05769  0.273
O: -2.55623 1.70062 -1.67886  -0.537
O: -0.65624 0.84615 -2.48654  -0.495
S: 1.73171 -0.05540 2.65445  -0.149
H: -2.47635 1.30351 1.21769  0.499
H: -0.50360 -1.87939 0.94947  0.294
H: -1.34682 -1.63412 -0.63588  0.259
H: -0.38468 -3.15533 -0.53912  0.393
H: 1.85839 1.74685 0.39664  0.452
H: 2.66406 0.52595 -0.67528  0.373
H: 1.32428 1.62436 -1.22011  0.249
H: 0.73103 -1.10403 -1.63412  0.476
H: 1.69797 -1.62917 -0.36168  0.615
H: -0.73981 0.73708 2.81731  0.358

orbital gap (spin up / spin down) = 7.75 / 7.75 eV
net charge = +1
HOMO (spin up / spin down) = -13.7 / -13.7 eV
energy relative to the best compared isomer or geometry (same formula, charge and spin) = 6.9726 eV

(3)
Entry from the OMol25 dataset: a molecular structure, C6H10N3O2S2 at a distorted geometry (ωB97M-V/def2-TZVPD).

Last column: Mulliken charge in e.
Atoms and positions in Å:
C: -1.48363 -0.31102 -2.27557  0.459
C: -2.59048 0.62712 -0.56010  0.342
C: 1.60743 -1.06655 1.34163  -0.561
C: 2.39893 -0.13014 0.44726  -0.678
C: 0.19791 -0.97253 0.80772  -0.368
C: 1.43000 1.06343 0.53035  -0.843
N: 0.07072 0.52715 0.56109  0.133
N: -0.41618 0.19071 -1.63089  -0.029
N: -0.66349 0.97580 -0.48551  -0.568
O: -1.42761 -0.97078 -3.30359  -0.706
O: -2.61476 -0.31210 -1.55023  -0.284
S: -3.28402 2.12081 -0.75640  -0.428
S: -2.98901 -0.23854 1.00062  -0.347
H: 2.04352 -2.11186 1.27643  0.312
H: 1.94326 -0.73402 2.37109  0.267
H: 3.37969 0.02574 0.86516  0.369
H: 2.60860 -0.42770 -0.55889  0.285
H: 0.18948 -1.49211 -0.23859  0.188
H: -0.62876 -1.38116 1.40068  0.286
H: 1.72570 1.67874 1.35443  0.323
H: 1.36403 1.70164 -0.27267  0.517
H: 0.46897 0.47160 -2.12949  0.208
H: -3.33029 0.76577 1.80549  0.124

orbital gap = 6.78 eV
net charge = -1
HOMO = -3.6 eV
energy relative to the best compared isomer or geometry (same formula, charge and spin) = 0.0000 eV

(4)
Entry from the OMol25 dataset: a molecular structure, C6H10N4 at a distorted geometry (ωB97M-V/def2-TZVPD).

Last column: Löwdin spin population.
Atoms and positions in Å:
C: 0.75529 1.81399 -0.25132  0.141
C: -1.59875 -0.53905 -1.20816  0.044
C: 1.33250 0.44765 -0.35211  0.304
C: -2.27162 0.38267 -0.16183  0.047
C: -0.95839 0.81496 0.72771  0.015
C: 0.56072 -1.57139 1.16377  0.022
N: -0.35857 1.88074 0.30321  0.551
N: -0.46141 -1.00654 -0.96258  0.290
N: 2.47720 0.12782 -0.70384  0.295
N: 0.24112 -0.49775 0.14566  0.230
H: 1.30489 2.72967 -0.78967  0.010
H: -2.21336 -0.83244 -2.17168  0.008
H: -2.61264 1.28207 -0.60547  0.001
H: -3.00696 -0.13440 0.48085  0.001
H: -1.06954 0.76663 1.85658  0.010
H: -0.35443 -2.25150 1.31347  0.002
H: 1.32406 -2.25576 0.82615  0.011
H: 0.90264 -1.09899 2.21479  0.005
H: 3.10740 0.78439 -1.26137  0.007
H: 2.89981 -0.84278 -0.56412  0.007

orbital gap (spin up / spin down) = 7.99 / 6.97 eV
net charge = +2
HOMO (spin up / spin down) = -16.2 / -20.0 eV
energy relative to the best compared isomer or geometry (same formula, charge and spin) = 1.1745 eV
⟨S²⟩ = 2.0378
2S+1 = 3

(5)
Entry from the OMol25 dataset: a molecular structure, C6H10N4O2 at a distorted geometry (ωB97M-V/def2-TZVPD).

Last column: Mulliken charge in e.
Atoms and positions in Å:
C: 2.07555 3.05085 -2.70316  0.295
C: 2.47383 2.38313 -1.62084  0.185
C: -0.14891 0.08986 1.25637  -1.786
C: -1.74742 0.45493 -0.68720  -1.531
C: -0.13608 -1.60331 -0.56216  -1.422
C: -0.33602 -0.09245 -0.32213  1.214
N: 1.61996 3.43401 -3.70763  -0.427
N: 0.68807 0.85414 -0.84251  -0.110
N: 3.23298 2.69178 -0.67427  0.257
N: 1.72456 0.66258 -1.33112  0.442
O: 3.65631 2.05265 0.27202  -0.591
O: 2.50422 -0.21301 -1.64905  -0.616
H: 0.77454 -0.30923 1.41204  0.567
H: -0.17064 1.06882 1.58344  0.445
H: -0.86473 -0.49494 1.77374  0.412
H: -1.74028 0.94818 -1.71513  0.327
H: -2.00417 1.29541 -0.07710  0.380
H: -2.28667 -0.38082 -0.57230  0.461
H: -1.07996 -1.94218 -0.19196  0.484
H: 0.07742 -1.79976 -1.61731  0.363
H: 0.66611 -1.90462 0.08294  0.379
H: 3.43765 3.78635 -0.66457  0.273

orbital gap (spin up / spin down) = 9.13 / 9.13 eV
HOMO (spin up / spin down) = -9.6 / -9.6 eV
energy relative to the best compared isomer or geometry (same formula, charge and spin) = 8.3580 eV

(6)
Entry from the OMol25 dataset: 2 unconnected molecules or ions with the total composition C6H10NO at a distorted geometry (ωB97M-V/def2-TZVPD).

Last column: Mulliken charge in e.
Atoms and positions in Å:
C: -0.12052 -1.09223 2.08448  -0.334
O: -1.06780 -1.80352 2.74677  -0.780
C: -0.50376 -0.43694 0.77019  -0.472
C: 0.24164 0.77677 0.22932  -0.435
C: 1.26140 0.74712 -0.68608  0.264
C: 2.32374 1.55500 -0.99771  -0.897
C: -2.06349 -0.32185 -1.86682  -0.133
N: -2.32735 -1.57741 -1.89669  -0.459
H: 0.33263 -0.14674 2.60059  0.070
H: 0.72876 -1.73177 1.94438  0.212
H: -1.51845 -0.12592 0.92665  0.321
H: -0.53566 -1.22605 0.04950  0.349
H: 1.33241 -0.21592 -1.24912  0.222
H: 0.36546 1.52879 1.03078  0.261
H: 2.35622 2.36274 -0.28462  0.234
H: 3.15136 1.43374 -1.68300  0.300
H: -1.09996 -0.11903 -1.47123  -0.004
H: -2.85662 0.39323 -2.24738  0.279

orbital gap = 3.70 eV
net charge = -1
HOMO = -2.8 eV
energy relative to the best compared isomer or geometry (same formula, charge and spin) = 5.7006 eV

(7)
Entry from the OMol25 dataset: a molecular structure, C6H10NO at a distorted geometry (ωB97M-V/def2-TZVPD).

Last column: Mulliken charge in e.
Atoms and positions in Å:
C: -2.17454 -0.86876 0.84135  -0.731
O: -3.25070 -0.70184 0.05948  -0.848
C: -0.82842 -0.42295 0.26120  -0.425
C: -0.73914 1.02297 -0.14079  -0.269
C: 0.68795 1.32638 -0.65993  -0.483
C: 1.66509 0.79156 0.22777  -0.039
N: 2.96572 0.20576 0.14471  -0.686
C: 2.59169 -0.51046 -0.85456  -0.203
H: -2.20720 -1.93605 1.27944  0.241
H: -2.34637 -0.14991 1.87028  0.101
H: -0.07535 -0.62838 0.97025  0.492
H: -0.58672 -1.11002 -0.53692  0.175
H: -1.24017 1.61015 0.69314  0.261
H: -1.49026 1.03736 -0.99759  0.211
H: 0.95798 1.18566 -1.70732  0.242
H: 1.37794 0.79414 1.28407  0.462
H: 2.60028 -0.10945 -1.85378  0.263
H: 2.09222 -1.53615 -0.88082  0.237

orbital gap = 4.56 eV
net charge = -1
HOMO = -2.2 eV
energy relative to the best compared isomer or geometry (same formula, charge and spin) = 4.6556 eV

(8)
Entry from the OMol25 dataset: a gas-phase ion, C6H10NO (charge +1) at a distorted geometry (ωB97M-V/def2-TZVPD).

Last column: Mulliken charge in e.
Atoms and positions in Å:
C: 1.64233 2.07336 1.30309  -0.168
N: 1.19471 1.11112 0.52912  -0.058
C: -0.18748 0.71101 0.56447  0.507
C: -1.19495 1.55479 0.78787  -0.731
C: -0.26523 -0.74202 0.21607  -0.818
C: -0.57793 -1.21296 -1.27866  -0.481
C: -0.35986 -2.66066 -1.61564  -0.052
O: 0.02437 -3.40370 -0.75650  -0.440
H: 2.65774 2.40884 1.25752  0.256
H: 1.14482 2.60684 2.13788  0.307
H: 1.94186 0.85862 -0.18301  0.373
H: -2.29554 1.18684 0.77156  0.259
H: -1.26442 2.71676 0.97504  0.276
H: 0.67921 -1.23429 0.50825  0.406
H: -1.16267 -1.17380 0.90120  0.308
H: -1.64552 -1.13356 -1.48474  0.277
H: 0.02492 -0.66765 -1.95810  0.400
H: -0.35637 -2.99954 -2.67541  0.378

orbital gap = 7.26 eV
net charge = +1
SMILES = C=[NH+]C(=C)CCC=O
HOMO = -13.0 eV
energy relative to the best compared isomer or geometry (same formula, charge and spin) = 2.4947 eV

Copy entry 6 word for word.
Entry from the OMol25 dataset: 2 unconnected molecules or ions with the total composition C6H10NO at a distorted geometry (ωB97M-V/def2-TZVPD).

Last column: Mulliken charge in e.
Atoms and positions in Å:
C: -0.12052 -1.09223 2.08448  -0.334
O: -1.06780 -1.80352 2.74677  -0.780
C: -0.50376 -0.43694 0.77019  -0.472
C: 0.24164 0.77677 0.22932  -0.435
C: 1.26140 0.74712 -0.68608  0.264
C: 2.32374 1.55500 -0.99771  -0.897
C: -2.06349 -0.32185 -1.86682  -0.133
N: -2.32735 -1.57741 -1.89669  -0.459
H: 0.33263 -0.14674 2.60059  0.070
H: 0.72876 -1.73177 1.94438  0.212
H: -1.51845 -0.12592 0.92665  0.321
H: -0.53566 -1.22605 0.04950  0.349
H: 1.33241 -0.21592 -1.24912  0.222
H: 0.36546 1.52879 1.03078  0.261
H: 2.35622 2.36274 -0.28462  0.234
H: 3.15136 1.43374 -1.68300  0.300
H: -1.09996 -0.11903 -1.47123  -0.004
H: -2.85662 0.39323 -2.24738  0.279

orbital gap = 3.70 eV
net charge = -1
HOMO = -2.8 eV
energy relative to the best compared isomer or geometry (same formula, charge and spin) = 5.7006 eV